No. 1
Computed, not measured: 2 unconnected molecules or ions with the total composition C17H27BF7N2O6Si2 at a distorted geometry, with wB97M-V/def2-TZVPD.

Structure (ORCA input):
```
! wB97M-V def2-TZVPD RIJCOSX def2/J DEFGRID3
* xyz 1 1
C 0.6177 -4.1332 -4.2877
B 0.5749 -2.9879 -3.2003
O 0.3620 -3.2513 -1.9031
C 0.8624 -1.4678 -3.6975
C 2.1515 -1.0554 -3.6920
C 3.1899 -2.0722 -3.2594
O 4.5326 -1.6622 -3.3067
N 5.1701 -2.1744 -4.5186
O 6.1787 -2.6581 -4.2643
C 2.4473 0.2331 -4.0800
C 3.8142 0.8679 -4.0756
O 4.2810 1.3042 -5.1105
O 4.4171 0.9774 -2.8753
C 1.4298 1.0506 -4.5144
C 0.1848 0.6022 -4.5093
N -0.1081 -0.6388 -4.1181
C -1.5070 -1.0738 -4.1653
F -2.2140 -0.1660 -4.8256
F -1.6171 -2.1767 -4.8848
C -2.2086 -1.2189 -2.7542
F -2.2885 -2.4864 -2.3700
F -3.4679 -0.8144 -2.9089
C -1.6286 -0.2991 -1.6394
F -1.5470 0.9471 -2.0782
F -2.5130 -0.3056 -0.6467
F -0.4802 -0.7249 -1.1501
H 0.4425 -3.7079 -5.2763
H -0.1070 -4.9240 -4.1035
H 1.6148 -4.5745 -4.3089
H -0.2206 -4.0082 -1.7763
H 3.0902 -2.9410 -3.9159
H 2.9898 -2.4222 -2.2476
H 5.3474 0.7601 -3.0218
H 1.6477 2.0536 -4.8390
H -0.5820 1.2855 -4.8228
O -2.0534 1.6731 4.7410
Si -1.1262 2.1089 6.0390
C -0.0494 3.5772 5.6018
C -0.0190 0.6878 6.5498
C -2.2002 2.5734 7.4901
Si -1.8732 1.1688 3.1882
C -3.5353 0.8851 2.3877
C -0.9080 -0.4372 3.1303
C -0.9479 2.4551 2.1848
H 0.6823 3.3141 4.8347
H 0.4939 3.9261 6.4818
H -0.6560 4.4030 5.2239
H -0.6072 -0.2124 6.7402
H 0.5250 0.9402 7.4617
H 0.7118 0.4581 5.7712
H -2.8295 1.7363 7.7984
H -2.8488 3.4171 7.2467
H -1.5754 2.8591 8.3382
H -4.1039 0.1221 2.9230
H -3.4066 0.5511 1.3591
H -4.1258 1.8032 2.3740
H 0.1159 -0.2927 3.4809
H -0.8649 -0.8202 2.1073
H -1.3793 -1.1936 3.7609
H 0.0775 2.5661 2.5431
H -1.4404 3.4266 2.2592
H -0.9126 2.1664 1.1311
*
```

For the HOMO-LUMO gap, the calculation gives 6.483 eV. Its LUMO energy is -5.095 eV.


No. 2
Computed, not measured: a molecular structure, C17H27BN3O4PS at a distorted geometry, with wB97M-V/def2-TZVPD.

Structure (ORCA input):
```
! wB97M-V def2-TZVPD RIJCOSX def2/J DEFGRID3
* xyz 0 1
C 3.7064 1.8058 3.0824
C 4.2157 0.4867 2.3735
C 4.4410 0.6111 0.8175
C 3.2445 1.2458 0.0114
N 1.9064 1.0289 0.6170
C 0.8583 0.9022 -0.3316
C -0.2504 -0.0447 -0.1217
P -0.3585 -1.1899 1.3539
C 0.1094 -0.3113 2.9531
C 0.9306 -2.5418 0.9737
C 1.0590 -3.6030 2.1281
C -1.4060 -0.1654 -1.1161
B -2.6294 -1.1992 -0.8547
O -2.3464 -2.5638 -0.7046
O -3.9620 -0.7097 -0.8308
C -4.0559 0.5813 -0.1924
C -5.6073 0.9360 -0.0262
C -1.4856 0.6091 -2.3342
C -2.6015 0.5096 -3.4107
C -2.1707 -0.5312 -4.5309
O -1.3415 -0.3157 -5.3644
O -2.7932 -1.8088 -4.5033
C -0.3681 1.5868 -2.5900
N -0.3159 2.3755 -3.7072
S 1.0828 3.2661 -3.4823
N 1.6289 2.7062 -2.0144
C 0.7533 1.7300 -1.5931
H 3.0591 2.4424 2.4326
H 3.1126 1.4767 3.9860
H 4.6136 2.3497 3.4705
H 3.5758 -0.4173 2.5887
H 5.2237 0.2471 2.8238
H 4.7695 -0.3742 0.3763
H 5.3298 1.2967 0.6744
H 3.4267 2.3359 -0.2089
H 3.2397 0.7450 -1.0051
H 1.8672 0.1562 1.1592
H 0.3740 0.7693 2.8169
H 0.9560 -0.9051 3.4158
H -0.7530 -0.4418 3.6632
H 0.5758 -3.0159 0.0132
H 1.8960 -2.0083 0.7634
H 1.6866 -3.1896 2.9623
H 0.0767 -3.9883 2.5010
H 1.6423 -4.4799 1.7170
H -2.9791 -2.9893 -0.0961
H -3.6192 0.5528 0.8422
H -3.6136 1.4226 -0.7835
H -5.8401 1.7987 -0.7188
H -5.8540 1.2861 1.0092
H -6.2614 0.0870 -0.3705
H -3.5912 0.1550 -3.0308
H -2.7115 1.5087 -3.9220
H -2.4462 -2.2169 -3.6819
*
```

For the HOMO-LUMO gap, the calculation gives 7.121 eV. Its LUMO energy is -0.859 eV.


No. 3
Computed, not measured: a molecular structure, C17H27Cl2NO4PPt at a distorted geometry, with wB97M-V/def2-TZVPD.

Structure (ORCA input):
```
! wB97M-V def2-TZVPD RIJCOSX def2/J DEFGRID3
* xyz 3 1
Pt -0.7294 -1.0371 -0.3654
O -4.2133 -2.5034 1.7877
C -3.0938 -2.1209 1.2709
O -2.9496 -1.2931 0.3779
C -1.8866 -2.7385 1.8223
C -1.8496 -3.7089 2.7947
C -0.6096 -4.1494 3.2725
C 0.5485 -3.5794 2.7778
C 0.4319 -2.6148 1.7897
N -0.7396 -2.2191 1.3168
C 1.5383 -1.8140 1.2450
O 2.5479 -1.6344 1.8353
O 1.2279 -1.2476 0.0416
H -4.9984 -2.0609 1.4103
H -2.7833 -4.1047 3.1740
H -0.5584 -4.9091 4.0425
H 1.5341 -3.8453 3.1401
Cl -0.5358 -3.2246 -2.0634
C -1.8106 -2.6092 -3.1315
Cl -2.3784 -1.0299 -2.4777
H -2.6499 -3.2958 -3.1351
H -1.4040 -2.4596 -4.1255
C 2.3950 2.3047 -2.1061
C 1.6208 1.0135 -1.7829
C 0.8383 0.4743 -2.9847
P 0.5980 1.1336 -0.2561
C -0.7994 2.3897 -0.3834
C -2.1462 1.8326 -0.8471
C -0.3724 3.6054 -1.2031
C 1.6551 1.8093 1.0665
C 0.9931 1.7381 2.4507
C 3.1132 1.3741 1.1055
H 3.1556 2.0288 -2.8399
H 2.9114 2.7454 -1.2588
H 1.7684 3.0544 -2.5757
H 2.3320 0.2443 -1.4648
H 0.1829 1.2318 -3.4175
H 0.2415 -0.4031 -2.7308
H 1.5375 0.1702 -3.7637
H -0.8926 2.6581 0.6719
H -2.1330 1.5948 -1.9115
H -2.9160 2.5898 -0.6983
H -2.4571 0.9573 -0.2763
H -0.3223 3.3927 -2.2692
H 0.5573 4.0616 -0.8708
H -1.1621 4.3513 -1.0782
H 1.6296 2.8562 0.7101
H 0.9649 0.7096 2.8144
H -0.0166 2.1469 2.4735
H 1.5891 2.3169 3.1551
H 3.6205 1.4097 0.1462
H 3.2424 0.3760 1.5191
H 3.6332 2.0318 1.8055
*
```

For the HOMO-LUMO gap (spin up / spin down), the calculation gives 6.639 / 6.638 eV. Its LUMO energy (spin up / spin down) is -13.345 / -13.346 eV. As for the energy above the lowest of the compared OMol25 structures with the same formula, charge and spin: 88.7 kcal per mole.